Entry from the Open Molecules 2025 dataset: C28H79BHgO10 as an isolated structure (wB97M-V/def2-TZVPD).

Last column: Mulliken charge in e.
Element x y z (Å)
1 Hg -0.84204 -2.27704 -2.85082  0.987
2 B 1.29878 -2.83733 -3.51981  0.847
3 H 0.78917 -3.88410 -3.53253  -0.257
4 H 0.69068 -2.16014 -4.26925  -0.081
5 H 1.29140 -2.35509 -2.46285  -0.135
6 H 2.36278 -2.92006 -3.94055  -0.125
7 C 0.13341 0.02571 -0.47240  0.664
8 O -0.74291 -0.81845 -1.14680  -0.608
9 H 1.18511 -0.20952 -0.68934  -0.228
10 H 0.03024 1.08767 -0.75429  -0.178
11 H 0.02660 0.06213 0.62234  -0.657
12 C -0.75992 -1.30576 5.11313  -1.250
13 C 0.67775 -1.00332 4.77925  1.333
14 C 0.97110 0.31910 4.09855  -0.269
15 O 1.49905 -1.12573 5.94293  -0.644
16 H -1.30574 -0.39006 5.35064  0.231
17 H -0.74995 -1.92070 6.01256  0.432
18 H -1.24335 -1.84180 4.29876  0.244
19 H 1.08520 -1.73438 4.06438  -0.519
20 H 0.54564 0.31212 3.08699  -0.152
21 H 2.02810 0.55954 4.03451  -0.202
22 H 0.43474 1.14477 4.58184  0.442
23 H 2.37609 -1.45406 5.74068  0.339
24 C 1.54921 3.09233 -2.99947  -0.971
25 C 1.46611 4.14326 -1.89924  0.856
26 C 2.44182 3.82650 -0.77136  -1.060
27 O 1.84424 5.40977 -2.47570  -0.597
28 H 2.40401 3.23512 -3.65895  0.394
29 H 0.64453 3.11863 -3.61423  0.359
30 H 1.60881 2.07659 -2.59837  -0.024
31 H 0.45238 4.20630 -1.49313  -0.039
32 H 3.46624 3.70666 -1.13013  0.436
33 H 2.14381 2.89243 -0.29800  -0.013
34 H 2.48396 4.63403 -0.03961  0.385
35 H 1.13371 5.59508 -3.10115  0.348
36 C -4.85043 -3.82833 -1.70986  -1.251
37 C -4.23244 -3.04899 -2.84964  0.363
38 C -5.09062 -1.94060 -3.47691  -0.968
39 O -3.08013 -2.35015 -2.32371  -0.008
40 H -4.10369 -4.48118 -1.25818  0.346
41 H -5.66536 -4.44141 -2.09746  0.422
42 H -5.21178 -3.16533 -0.92246  0.212
43 H -3.91718 -3.70041 -3.66746  0.342
44 H -6.01635 -2.33436 -3.89711  0.454
45 H -4.54449 -1.33173 -4.19600  0.265
46 H -5.31562 -1.22438 -2.67918  0.012
47 H -3.34525 -1.83843 -1.53349  0.311
48 C -5.24690 -0.34016 0.93417  -1.766
49 C -3.73123 -0.19234 0.91759  2.420
50 C -3.13942 -0.38207 2.29643  -1.228
51 O -3.14392 -1.26006 0.15691  -0.673
52 H -5.71824 -0.10392 -0.02270  0.325
53 H -5.73296 0.34457 1.63268  0.384
54 H -5.56846 -1.34309 1.22087  0.394
55 H -3.46452 0.74862 0.42860  -1.088
56 H -3.54653 0.27787 3.06767  0.389
57 H -2.05166 -0.26150 2.25858  -0.040
58 H -3.21859 -1.39472 2.69601  0.485
59 H -2.23407 -1.00750 -0.13709  -0.047
60 C 3.63655 1.27564 1.32268  -0.096
61 C 4.74138 0.83842 2.30047  0.483
62 C 4.82235 1.77900 3.47383  -1.498
63 O 4.31188 -0.43930 2.81113  -0.469
64 H 3.97320 2.20726 0.86368  0.332
65 H 2.68177 1.42604 1.82373  -0.023
66 H 3.52004 0.50382 0.56079  -0.359
67 H 5.69920 0.69912 1.79695  0.419
68 H 5.71096 1.54556 4.06624  0.365
69 H 3.97515 1.75389 4.15850  0.277
70 H 4.91972 2.82227 3.16362  0.363
71 H 4.05307 -1.00865 2.06324  0.315
72 C -2.37435 2.39385 -2.32317  -1.208
73 C -3.48153 1.37710 -2.56460  2.085
74 C -4.80343 1.90203 -1.99803  -1.194
75 O -3.59202 1.21992 -3.97174  -0.598
76 H -1.44914 2.02292 -2.77947  0.293
77 H -2.09191 2.52897 -1.27610  -0.143
78 H -2.48220 3.36813 -2.80896  0.585
79 H -3.23449 0.45234 -2.04321  -0.881
80 H -5.22348 2.64784 -2.67310  0.457
81 H -4.70612 2.21539 -0.96010  0.079
82 H -5.54140 1.09460 -1.95596  0.188
83 H -3.73050 2.08817 -4.36087  0.431
84 C 5.52386 -2.18125 -3.36270  -1.608
85 C 4.77572 -1.65492 -2.14705  0.518
86 C 3.92838 -0.41707 -2.40897  -0.314
87 O 3.85961 -2.70240 -1.72710  -0.635
88 H 6.24392 -1.43710 -3.71826  0.407
89 H 4.86737 -2.41958 -4.20019  0.257
90 H 6.11707 -3.06681 -3.13512  0.402
91 H 5.44986 -1.51094 -1.30232  0.373
92 H 3.03434 -0.60044 -2.99911  0.176
93 H 4.49446 0.36460 -2.93072  0.514
94 H 3.66699 0.10538 -1.48716  -0.365
95 H 3.08643 -2.67768 -2.31906  -0.227
96 C -3.64748 3.82755 1.51688  -0.982
97 C -2.41173 3.49686 2.37005  0.375
98 C -1.28757 2.96778 1.48774  -0.285
99 O -1.87089 4.72838 2.83825  -0.572
100 H -4.05981 2.96965 0.98428  -0.124
101 H -3.37353 4.58985 0.78928  0.302
102 H -4.44137 4.18524 2.17719  0.485
103 H -2.63078 2.76653 3.15309  0.272
104 H -1.05315 3.72257 0.73687  0.190
105 H -1.47074 1.99251 1.02896  -0.286
106 H -0.37589 2.76150 2.05473  0.249
107 H -2.50867 5.19312 3.39096  0.337
108 C 1.64607 -3.03649 1.22145  -0.543
109 C 3.05901 -3.42943 1.70933  0.636
110 C 3.44080 -4.86243 1.40163  -1.591
111 O 3.94434 -2.51476 1.06729  -0.582
112 H 1.36399 -2.03491 1.54793  -0.208
113 H 0.88093 -3.74534 1.55458  0.523
114 H 1.57810 -3.02564 0.13035  0.021
115 H 3.12303 -3.26705 2.78637  0.348
116 H 2.64229 -5.49341 1.80658  0.394
117 H 4.33323 -5.13780 1.96946  0.400
118 H 3.64039 -5.16002 0.37322  0.268
119 H 3.84581 -2.62098 0.10494  0.329

Output
**HOMO**: -9.19 eV
**Gap between HOMO and LUMO**: 7.673 eV
**ΔE to the lowest compared entry with this formula, charge and spin**: 34.5 kcal/mol

---

Entry from the Open Molecules 2025 dataset: a 9-piece molecular cluster, C28H79N5O9 overall (wB97M-V/def2-TZVPD).

Last column: Mulliken charge in e.
Element x y z (Å)
1 C -1.86197 -1.49433 3.03842  -1.323
2 C -1.58443 -0.96217 1.63546  0.712
3 O -1.25363 0.42166 1.67872  -0.496
4 H -2.48880 -0.83598 3.63335  0.434
5 H -0.87971 -1.58858 3.50330  0.149
6 H -2.30053 -2.48398 2.91598  0.311
7 H -2.45502 -1.13482 0.98762  0.368
8 H -0.72077 -1.48740 1.20859  -0.229
9 H -1.09656 0.69278 0.76309  0.028
10 C 2.05661 -0.53771 -0.58096  0.231
11 C 1.35719 0.68505 -1.13025  0.538
12 O -0.05422 0.48168 -0.97255  -0.414
13 H 1.78805 -0.59721 0.47790  -0.025
14 H 3.12916 -0.51358 -0.72788  0.026
15 H 1.61419 -1.41751 -1.03715  -0.556
16 H 1.59986 0.88976 -2.17639  -0.288
17 H 1.63693 1.57425 -0.55283  0.232
18 H -0.49383 1.22063 -1.42224  -0.005
19 C 4.13349 0.68306 -4.46549  -1.022
20 C 5.06769 0.18350 -3.36697  -0.111
21 O 4.67193 0.79582 -2.15405  -0.446
22 H 4.24413 0.10010 -5.37788  0.420
23 H 4.40383 1.71864 -4.68670  0.243
24 H 3.10181 0.67675 -4.11942  0.071
25 H 6.08969 0.49843 -3.61371  0.269
26 H 5.04637 -0.91194 -3.34008  0.311
27 H 5.14557 0.37799 -1.42392  0.156
28 C 5.89392 -0.65617 1.13316  -0.739
29 C 7.18383 -0.95964 0.42567  -0.277
30 O 7.10994 -0.29797 -0.85772  -0.485
31 H 5.98970 -0.84708 2.20242  0.436
32 H 5.07894 -1.24224 0.70556  -0.067
33 H 5.61819 0.39458 1.02335  0.320
34 H 7.30854 -2.03223 0.27966  0.310
35 H 8.03693 -0.51452 0.94085  0.292
36 H 7.80288 -0.54308 -1.47481  0.256
37 C -7.45145 1.36389 -1.47661  -1.495
38 C -6.37726 2.31575 -1.95662  1.204
39 C -5.13845 1.56753 -2.41224  -0.761
40 O -4.45323 1.03900 -1.29937  -0.123
41 C -3.16147 0.56246 -1.63002  -0.268
42 N -6.93832 3.13104 -3.04683  -0.754
43 H -7.67316 0.64345 -2.27258  0.427
44 H -8.36763 1.90716 -1.26034  0.340
45 H -7.10911 0.75514 -0.63959  0.293
46 H -6.02573 3.01482 -1.19307  -0.173
47 H -4.49137 2.22626 -3.01226  0.310
48 H -5.44698 0.72950 -3.06512  0.187
49 H -3.21956 -0.18698 -2.42375  0.428
50 H -2.72657 0.14043 -0.72545  -0.276
51 H -2.53767 1.40935 -1.94784  0.116
52 H -6.25518 3.84099 -3.30525  0.274
53 H -7.01663 2.57106 -3.89484  0.279
54 C 2.02624 -6.02415 -0.74847  -1.447
55 C 1.47874 -4.78258 -1.44760  0.307
56 C 0.33784 -4.11064 -0.69377  0.137
57 O -0.77027 -4.97562 -0.60680  -0.456
58 C -1.75727 -4.49947 0.28426  -0.309
59 N 2.58822 -3.82623 -1.64938  -0.684
60 H 1.23662 -6.48727 -0.15275  0.311
61 H 2.84063 -5.81324 -0.05360  0.367
62 H 2.39825 -6.71329 -1.50453  0.312
63 H 1.10093 -5.00926 -2.44697  0.446
64 H 0.05714 -3.16741 -1.19829  0.185
65 H 0.67168 -3.77827 0.30782  -0.074
66 H -2.61194 -5.15898 0.17875  0.359
67 H -2.07667 -3.48824 -0.01630  0.123
68 H -1.34263 -4.41970 1.29446  0.055
69 H 2.23506 -2.95773 -2.02820  0.330
70 H 3.04389 -3.58464 -0.77604  0.256
71 C 1.63506 3.57784 -3.95507  -1.649
72 C 1.11293 3.83627 -2.57192  0.935
73 C 1.23224 5.25797 -2.08026  -1.071
74 O 0.65017 5.32966 -0.81072  -0.168
75 C 0.48133 6.65126 -0.35488  -0.807
76 N -0.27941 3.31076 -2.44814  -0.249
77 H 1.46014 2.52879 -4.21436  0.402
78 H 2.68395 3.79225 -4.13913  0.363
79 H 1.03712 4.10696 -4.71409  0.430
80 H 1.69358 3.21166 -1.88545  -0.151
81 H 0.75863 5.96501 -2.78243  0.417
82 H 2.29101 5.55530 -2.01891  0.411
83 H 0.08119 7.28802 -1.14821  0.355
84 H 1.43954 7.08062 -0.02076  0.303
85 H -0.15274 6.64601 0.52892  0.226
86 H -0.72895 3.56786 -3.32405  0.282
87 H -0.72843 3.81405 -1.68761  0.069
88 C -1.99718 4.05463 0.98298  -0.912
89 C -2.96361 3.60366 2.07758  0.052
90 C -4.08882 2.78879 1.45673  0.510
91 O -5.00373 2.45017 2.46945  -0.434
92 C -6.05012 1.63424 1.99962  -0.632
93 N -2.25025 2.90772 3.17065  -0.868
94 H -1.71538 3.19701 0.36037  -0.290
95 H -1.07610 4.43405 1.42759  0.399
96 H -2.42047 4.84975 0.36850  0.577
97 H -3.43076 4.50323 2.49366  0.326
98 H -3.73001 1.90858 0.91211  -0.257
99 H -4.57287 3.42409 0.69375  0.073
100 H -6.54782 1.19259 2.86424  0.375
101 H -5.68063 0.81544 1.37222  0.181
102 H -6.78886 2.21566 1.43498  0.234
103 H -1.82740 2.10369 2.69914  0.356
104 H -3.03277 2.49537 3.68343  0.429
105 C 2.96742 -5.12281 4.67535  -1.364
106 C 1.58499 -4.44511 4.73996  0.261
107 C 1.11573 -4.08594 3.33532  -0.591
108 O 1.96651 -3.23415 2.60600  -0.157
109 C 2.22485 -1.99353 3.23164  -0.623
110 N 0.56021 -5.27665 5.37355  -0.715
111 H 3.22907 -5.57188 5.63338  0.413
112 H 3.72773 -4.43511 4.30869  0.304
113 H 2.90016 -5.95092 3.95929  0.296
114 H 1.69198 -3.50259 5.28151  0.457
115 H 0.10381 -3.66484 3.42282  0.052
116 H 1.02196 -5.00994 2.75530  0.381
117 H 2.80102 -2.06396 4.15765  0.418
118 H 1.32942 -1.37758 3.37855  0.242
119 H 2.83834 -1.41953 2.53171  -0.016
120 H 0.73261 -5.26169 6.37601  0.279
121 H 0.72704 -6.25345 5.14043  0.292

Output
**HOMO**: -8.78 eV
**Gap between HOMO and LUMO**: 9.376 eV
**ΔE to the lowest compared entry with this formula, charge and spin**: 12.7 kcal/mol